Record 1
Molecular formula: C52H41N7PtSe
Method: DFT, ωB97M-V/def2-TZVPD

Structure (ORCA input):
```
! RIJCOSX wB97M-V def2-TZVPD def2/J DEFGRID3
* xyz 2 5
Pt -0.84034 -0.10608 0.07180
C 0.11140 -1.46468 -7.46695
C -0.92922 -1.98830 -6.71230
C -1.01619 -1.71337 -5.35918
C -0.06154 -0.90343 -4.73397
C 0.96621 -0.36435 -5.50823
C 1.05766 -0.65161 -6.85994
C -0.18254 -0.63067 -3.28761
C -0.33713 -1.75886 -2.42275
C -0.17857 -3.11236 -2.82680
C -0.56406 -3.88833 -1.76711
C -0.92601 -3.00038 -0.71812
N -0.73751 -1.71170 -1.11680
C -1.34251 -3.43985 0.57954
C -1.39301 -2.61455 1.69868
C -1.55670 -3.08325 3.06945
C -1.37457 -2.02556 3.87448
C -1.18964 -0.86627 3.01695
C -1.01672 0.42238 3.48079
C -0.94916 0.67088 4.93784
C -2.04620 0.42733 5.76266
C -1.97318 0.69354 7.12096
C -0.78567 1.14537 7.67757
C 0.31726 1.37011 6.86517
C 0.23052 1.16138 5.49887
C -0.97412 1.55509 2.61763
N -1.01910 1.49824 1.24790
C -1.21894 2.76372 0.81515
C -1.33915 3.17782 -0.55631
C -2.04299 4.45638 -0.78573
C -1.47252 5.55768 -1.41996
C -2.21605 6.71024 -1.61935
C -3.54173 6.76709 -1.21484
C -4.11861 5.67396 -0.58311
C -3.37229 4.53123 -0.35593
C -0.91569 2.40701 -1.62449
C -0.81757 2.86902 -2.99423
C -0.41636 1.82273 -3.73734
C -0.30826 0.68026 -2.85173
N -0.57073 1.07889 -1.56351
C -1.25114 3.66314 1.92253
C -1.07558 2.90712 3.04827
N -1.21321 -1.26710 1.70138
C -1.71667 -4.86398 0.69218
C -1.06546 -5.75020 1.55002
C -1.45180 -7.07886 1.60743
C -2.50846 -7.53437 0.83238
C -3.16149 -6.66025 -0.02553
C -2.76100 -5.33856 -0.10831
H 0.17808 -1.68649 -8.52292
H -1.67857 -2.61210 -7.17999
H -1.84776 -2.09508 -4.78207
H 1.71615 0.26298 -5.04020
H 1.86937 -0.24546 -7.44844
H 0.18783 -3.44462 -3.78128
H -0.57142 -4.96225 -1.71356
H -1.76973 -4.09876 3.35168
H -1.37702 -2.00460 4.95084
H -2.97049 0.07155 5.32422
H -2.84465 0.54581 7.74430
H -0.71400 1.32302 8.74164
H 1.24897 1.71377 7.29394
H 1.08239 1.34900 4.85578
H -0.43017 5.52678 -1.71312
H -1.75970 7.57173 -2.08782
H -4.12312 7.66296 -1.38312
H -5.15150 5.70976 -0.26472
H -3.82313 3.67015 0.12199
H -1.04612 3.86532 -3.32926
H -0.24728 1.79786 -4.79978
H -1.37611 4.72988 1.85198
H -1.05731 3.24791 4.06882
H -0.22525 -5.40617 2.14045
H -0.92571 -7.76505 2.25708
H -2.81732 -8.56865 0.89170
H -3.98697 -7.00710 -0.63194
H -3.27752 -4.64903 -0.76393
C 2.45624 -2.05832 4.20682
C 2.72929 -2.46493 2.75216
C 2.09868 -1.56058 1.81012
N 1.57671 -0.83571 1.08458
H 2.98055 -2.73569 4.87737
H 1.39198 -2.10182 4.43178
H 2.81359 -1.04801 4.39981
H 2.34597 -3.46989 2.56242
H 3.80414 -2.46771 2.56168
C 4.34397 -0.14893 -3.13569
N 4.60446 1.18279 -2.61668
C 5.64695 1.99079 -2.95914
C 5.59817 3.08553 -2.15011
N 4.52783 2.93343 -1.32054
C 4.16041 3.81591 -0.22680
C 3.90648 1.76697 -1.61353
Se 2.37821 1.09081 -0.81201
H 5.00889 -0.34415 -3.97213
H 3.30982 -0.24105 -3.46098
H 4.51818 -0.89238 -2.35926
H 6.34866 1.74376 -3.73580
H 6.24687 3.94252 -2.11292
H 4.88599 4.62150 -0.16235
H 4.15399 3.26235 0.71002
H 3.16836 4.23597 -0.38055
*
```

Computed properties:
Electronic energy = -4909.669940 a.u.
Largest force on an atom = 0.96 eV/A


Record 2
Molecular formula: C4H3BrClO2
Method: DFT, ωB97M-V/def2-TZVPD

Structure (ORCA input):
```
! RIJCOSX wB97M-V def2-TZVPD def2/J DEFGRID3
* xyz -1 1
C 1.91306 -3.43026 1.64819
C 0.12710 0.25216 0.33538
C 0.67076 -0.85346 -0.46996
C -0.70592 -1.06845 -0.02639
O 1.78554 -3.97237 0.62640
O 2.31567 -3.03570 2.67358
Cl -0.50471 -2.18732 1.47994
Br 0.80953 -1.03098 -2.46822
H 0.69079 0.28467 1.30139
H -0.33726 1.19120 -0.02189
H 1.60746 -1.32541 0.05586
*
```

Computed properties:
Electronic energy = -3338.885846 a.u.
Energy relative to the best compared isomer or geometry (same formula, charge and spin) = 1.437 eV
Largest force on an atom = 2.53 eV/A


Record 3
Molecular formula: C4H5ClN2O2
Method: DFT, ωB97M-V/def2-TZVPD

Structure (ORCA input):
```
! RIJCOSX wB97M-V def2-TZVPD def2/J DEFGRID3
* xyz 0 1
C -4.03651 -1.66205 0.50284
C -3.50232 0.62991 0.91250
C -1.57999 1.23823 -0.82458
C -0.36137 1.12362 -1.59890
N -4.18457 -0.44222 1.03576
N -2.06677 0.36486 -0.05047
O -3.18214 -2.47067 0.61384
O -3.54942 1.69971 1.39980
Cl -5.27479 -2.04323 -0.67309
H 0.21222 0.38721 -1.15113
H 0.11497 2.17435 -1.81531
H -0.50231 0.63922 -2.58925
H -2.12694 2.15799 -0.86181
H -1.67780 -0.42211 0.41782
*
```

Computed properties:
Electronic energy = -875.559347 a.u.
Energy relative to the best compared isomer or geometry (same formula, charge and spin) = 2.016 eV
Largest force on an atom = 3.10 eV/A


Record 4
Molecular formula: C8H8BrCl
Method: DFT, ωB97M-V/def2-TZVPD

Structure (ORCA input):
```
! RIJCOSX wB97M-V def2-TZVPD def2/J DEFGRID3
* xyz 0 1
C -1.55377 -1.40449 -1.49056
C -2.03051 -0.12274 -1.26028
C -0.49739 -1.91356 -0.76146
C -1.34108 0.66301 -0.38876
C 0.17941 -1.10218 0.11230
C -0.19541 0.22664 0.29340
C 2.17330 1.08793 0.83103
C 0.69617 1.12800 1.17588
Cl 2.11093 1.43659 -0.93038
Br 0.44944 0.39854 2.94669
H -1.90531 -2.10618 -2.24982
H -2.99071 0.28039 -1.57035
H -0.45251 -2.92301 -0.75009
H -1.67627 1.63458 -0.11869
H 1.08381 -1.41633 0.70720
H 2.65498 0.10452 0.78962
H 2.85919 1.84047 1.42435
H 0.43573 2.18783 1.23990
*
```

Computed properties:
Structure (SMILES) = ClC[C@H](Br)c1ccccc1
Electronic energy = -3343.819311 a.u.
Energy relative to the best compared isomer or geometry (same formula, charge and spin) = 0.000 eV
Largest force on an atom = 3.31 eV/A


Record 5
Molecular formula: CHNO2S
Method: DFT, ωB97M-V/def2-TZVPD

Structure (ORCA input):
```
! RIJCOSX wB97M-V def2-TZVPD def2/J DEFGRID3
* xyz 0 1
C -0.52436 1.10075 -0.81086
N -0.34375 -0.07467 -0.66616
O -0.74777 2.22048 -0.61402
O 0.03716 -1.33544 -0.43748
S 0.29379 -1.29099 1.14192
H 1.28493 -0.62012 1.38661
*
```

Computed properties:
Electronic energy = -641.958705 a.u.
Energy relative to the best compared isomer or geometry (same formula, charge and spin) = 3.589 eV
Largest force on an atom = 6.92 eV/A


Record 6
Molecular formula: C6H12O
Method: DFT, ωB97M-V/def2-TZVPD

Structure (ORCA input):
```
! RIJCOSX wB97M-V def2-TZVPD def2/J DEFGRID3
* xyz 0 1
C 2.41614 -0.34615 0.30665
C 1.51887 0.59304 -0.48069
C 0.20529 0.71279 0.18070
C -1.07342 0.97392 -0.50869
C -2.13056 0.00640 0.05404
C -1.37341 -1.29503 0.28661
O -0.14763 -1.29759 -0.30208
H 2.56902 0.03465 1.32044
H 1.92968 -1.31812 0.36254
H 3.37659 -0.45567 -0.19768
H 2.00748 1.56805 -0.55795
H 1.36154 0.18979 -1.47889
H 0.26389 1.17319 1.20502
H -1.42231 1.99853 -0.35451
H -0.92530 0.77268 -1.56970
H -2.96408 -0.08646 -0.64561
H -2.51847 0.34304 1.02292
H -1.15542 -1.38105 1.34682
H -1.93790 -2.18598 0.01006
*
```

Computed properties:
Electronic energy = -310.940370 a.u.
Energy relative to the best compared isomer or geometry (same formula, charge and spin) = 3.235 eV
Largest force on an atom = 2.90 eV/A